No. 1
Formula: CHF2IO4S2
Source: the Open Molecules 2025 dataset
Level of theory: wB97M-V/def2-TZVPD

The geometry in XYZ format:
```
11
Properties=species:S:1:pos:R:3:forces:R:3
C -0.144164 -0.625564 -0.121838 0.7867 -4.7875 -1.9291
O 0.435154 1.722179 -1.005732 -0.2081 0.5158 -0.3491
O -1.972677 1.014641 -0.865386 -0.1414 0.6671 -0.2394
O 0.183096 1.058091 1.823741 0.1879 -0.7707 -0.9773
O 1.189483 -1.124504 2.115118 0.5824 -1.6335 0.1592
F -0.518047 0.161877 -2.544983 0.0445 -0.0799 0.4605
F 2.057673 0.387671 0.416025 -0.6442 -0.7262 0.9742
S -0.603137 0.775767 -1.096819 0.0328 0.1604 -1.2690
S 0.774620 -0.113621 1.247872 2.2025 3.5281 0.6340
I -1.797535 -1.346134 0.893254 -1.6341 -1.2115 0.4156
H 0.395533 -1.910402 -0.861251 -1.2090 4.3380 2.1204
```
Forces are in eV/Å.

Calculated values
HOMO level = -10.57 eV
relative energy (zero: lowest compared OMol25 entry of this formula, charge and spin) = 32.82 kcal/mol

No. 2
Formula: CHF2IS
Source: the Open Molecules 2025 dataset
Level of theory: wB97M-V/def2-TZVPD

The geometry in XYZ format:
```
6
Properties=species:S:1:pos:R:3:forces:R:3
F -1.562382 -1.920197 -0.507629 0.5966 -0.2704 0.4049
S -0.166738 -2.344968 0.279604 0.3126 2.7625 -0.7634
C 0.635957 -0.281603 0.449843 -0.9512 -4.1151 -0.4146
F 0.476855 -0.120228 1.724656 0.3527 0.8310 2.4918
I 2.641478 -0.295862 -0.113102 -0.0027 0.2204 -0.2359
H -0.117456 0.297012 -0.013072 -0.3081 0.5716 -1.4827
```
Forces are in eV/Å.

Calculated values
HOMO level = -9.34 eV
structure (SMILES) = FS[C@@H](F)I
relative energy (zero: lowest compared OMol25 entry of this formula, charge and spin) = 42.30 kcal/mol

No. 3
Formula: CHF2NO2
Source: the Open Molecules 2025 dataset
Level of theory: wB97M-V/def2-TZVPD

The geometry in XYZ format:
```
7
Properties=species:S:1:pos:R:3:forces:R:3
C 1.088713 0.115743 -0.134409 0.7902 -1.3618 0.7860
N -1.598197 -0.406357 0.281753 -0.9545 -3.5401 0.9988
O -2.794490 -0.669925 0.226909 1.4427 1.7037 -0.2362
O -1.001354 0.581056 -0.067311 0.4761 1.4518 -1.0781
F 1.410461 0.576986 1.084182 -0.2743 -0.2911 -1.6242
F 1.577920 0.829432 -1.124719 -0.4934 0.0072 0.8161
H 1.316947 -1.026934 -0.266403 -0.9868 2.0304 0.3376
```
Forces are in eV/Å.

Calculated values
HOMO level (spin up / spin down) = -9.61 / -8.54 eV
relative energy (zero: lowest compared OMol25 entry of this formula, charge and spin) = 77.77 kcal/mol

No. 4
Formula: CHF2NO2
Source: the Open Molecules 2025 dataset
Level of theory: wB97M-V/def2-TZVPD

The geometry in XYZ format:
```
7
Properties=species:S:1:pos:R:3:forces:R:3
C -0.854433 0.663371 0.251234 2.4381 -1.6828 -0.4098
N 1.429716 -1.014835 -0.492167 0.2660 -0.4660 0.4148
O -0.250341 1.239474 1.071476 -0.7241 1.0752 0.4871
O -2.057761 0.606597 -0.216663 -1.9663 -0.0687 -0.1489
F 1.801499 -1.382102 0.767705 -0.0935 0.3169 -0.6139
F 2.059302 0.142118 -0.697896 0.0874 -0.0139 0.1333
H -2.127979 -0.254621 -0.683691 -0.0075 0.8392 0.1374
```
Forces are in eV/Å.

Calculated values
expectation value of S² = 2.01
HOMO level (spin up / spin down) = -8.17 / -12.81 eV
spin multiplicity = 3
relative energy (zero: lowest compared OMol25 entry of this formula, charge and spin) = 12.78 kcal/mol

No. 5
Formula: CHF2NO2S
Source: the Open Molecules 2025 dataset
Level of theory: wB97M-V/def2-TZVPD

The geometry in XYZ format:
```
8
Properties=species:S:1:pos:R:3:forces:R:3
N -1.730413 -0.021725 0.453660 0.2304 0.1255 -0.6970
S -0.363949 0.321240 -0.058493 -0.8897 2.3288 -1.4318
O -0.111781 0.747729 -1.439666 -0.3379 -0.2715 2.2479
F 0.274196 1.408282 1.015230 -1.0972 -1.0294 -1.3959
C 1.161806 -0.660755 0.120656 3.3704 -0.3239 0.2329
O 2.194845 -0.099023 0.345439 -2.2780 -1.1052 -0.1658
F 1.154932 -1.935472 -0.292648 -0.9994 0.8444 0.3410
H -2.579638 0.239727 -0.144181 2.0013 -0.5687 0.8688
```
Forces are in eV/Å.

Calculated values
HOMO level = -11.58 eV
structure (SMILES) = N=[S@@](=O)(F)C(=O)F
relative energy (zero: lowest compared OMol25 entry of this formula, charge and spin) = 45.48 kcal/mol

No. 6
Formula: CHF2NS
Source: the Open Molecules 2025 dataset
Level of theory: wB97M-V/def2-TZVPD

The geometry in XYZ format:
```
6
Properties=species:S:1:pos:R:3:forces:R:3
C -0.469556 -0.642385 0.394460 0.7605 0.8871 5.6231
N 1.523078 -0.902065 1.137475 -3.1017 1.2540 -0.2266
F 1.724401 -1.967120 0.320558 0.3462 -0.9793 -0.2615
F 1.127117 -1.471406 2.356149 0.3136 -0.0140 -0.4756
S -1.646826 -0.451055 1.395979 0.9228 0.2016 -0.6467
H -0.359228 -1.066978 -0.495425 0.7585 -1.3493 -4.0127
```
Forces are in eV/Å.

Calculated values
HOMO level (spin up / spin down) = -9.00 / -9.02 eV
relative energy (zero: lowest compared OMol25 entry of this formula, charge and spin) = 46.87 kcal/mol

No. 7
Formula: CHF2O3S
Source: the Open Molecules 2025 dataset
Level of theory: wB97M-V/def2-TZVPD

The geometry in XYZ format:
```
8
Properties=species:S:1:pos:R:3:forces:R:3
C -0.266504 -0.079563 0.971097 0.3308 1.9463 0.1697
O -0.597471 0.641802 -1.564689 -2.2099 1.0818 -0.2530
O 1.021885 -0.968229 -2.295474 0.0972 1.9967 1.6900
O 0.924175 -0.086855 0.401422 -1.0584 -0.8655 -0.3716
F -0.343164 -0.963995 2.051211 -0.4468 -0.9130 -1.2800
F -0.359949 1.107836 1.752460 -0.3788 0.7350 -0.2859
S 0.789797 0.312924 -1.530204 2.1226 -2.8055 -1.5384
H -1.168769 0.036081 0.214176 1.5433 -1.1758 1.8691
```
Forces are in eV/Å.

Calculated values
HOMO level = -5.36 eV
net charge = -1
relative energy (zero: lowest compared OMol25 entry of this formula, charge and spin) = 8.20 kcal/mol

No. 8
Formula: CHF3GaO3S
Source: the Open Molecules 2025 dataset
Level of theory: wB97M-V/def2-TZVPD

The geometry in XYZ format:
```
10
Properties=species:S:1:pos:R:3:forces:R:3
S -0.593071 0.052314 -0.135248 -3.4321 -0.1480 -2.4194
O -0.692161 -1.128598 -1.065779 1.6331 1.0743 1.5736
O 0.295506 0.360290 1.080120 1.5994 0.3973 -2.3775
C 0.195419 1.310840 -1.304902 0.6725 0.0035 -1.3513
F 1.525280 1.397002 -1.402899 0.5215 -0.5569 0.4539
F -0.175599 2.532259 -0.882766 -0.6518 0.0067 -0.5338
Ga 0.196732 -0.569176 2.654406 -0.0072 -1.4400 2.3646
O -0.097404 -2.128972 1.621927 -0.3587 -0.5639 0.5541
H -0.468348 -2.908893 2.070261 0.3292 0.5785 -0.1807
F -0.186355 1.082935 -2.635120 -0.3059 0.6484 1.9164
```
Forces are in eV/Å.

Calculated values
HOMO level = -3.62 eV
net charge = -1

No. 9
Formula: CHF3LuNO3S
Source: the Open Molecules 2025 dataset
Level of theory: wB97M-V/def2-TZVPD

The geometry in XYZ format:
```
11
Properties=species:S:1:pos:R:3:forces:R:3
Lu -1.471211 -1.634252 1.788037 2.3118 0.4187 -0.8117
O 0.675153 -1.525877 1.143996 -1.6384 -0.2861 0.3920
N 1.186744 -1.080704 0.050991 -0.2843 0.2767 -0.4405
S -0.047378 -0.304808 -0.898473 0.8568 -0.1354 -2.7038
O -1.361895 -0.500310 -0.213759 -0.1173 -0.6764 1.2188
O 0.078844 -0.625069 -2.309244 -0.3423 0.2927 2.3565
C 0.277393 1.539188 -0.756350 0.3188 0.3495 -0.4454
F -0.280070 1.996650 0.345370 -0.2161 0.0125 0.4761
F 1.579516 1.731147 -0.718233 -0.0209 -0.1564 0.0148
F -0.237677 2.142869 -1.807833 -0.0663 -0.2517 0.1344
H -0.399418 -1.738833 3.375498 -0.8017 0.1559 -0.1912
```
Forces are in eV/Å.

Calculated values
expectation value of S² = 0.75
HOMO level (spin up / spin down) = -13.83 / -14.37 eV
spin multiplicity = 2
net charge = +1

No. 10
Formula: CHF3MgNO6S2
Source: the Open Molecules 2025 dataset
Level of theory: wB97M-V/def2-TZVPD

The geometry in XYZ format:
```
15
Properties=species:S:1:pos:R:3:forces:R:3
N -0.813021 1.046566 -0.357732 2.0169 -0.9490 1.0610
S -1.384190 1.087085 -2.216981 -2.4938 1.1115 -0.6366
O -2.718709 0.437456 -2.060907 1.8004 0.6143 -0.1939
O -1.508204 2.563962 -2.386445 0.4426 -1.6550 0.1578
S 0.393529 0.289692 0.074558 -2.2677 0.1995 -0.4267
O 0.765303 -1.099412 -0.696402 0.1586 0.7816 0.4367
O 0.477300 -0.056468 1.533229 0.3301 -0.2630 -0.2727
C 2.025184 1.149318 -0.276128 -1.2246 -0.5271 0.0686
F 2.171465 1.257207 -1.584833 0.1921 0.0655 -0.3009
F 1.946681 2.353391 0.261297 0.1993 0.3871 0.1531
F 3.042949 0.494982 0.239618 0.7374 -0.2264 0.2173
O -0.093790 -2.137676 -0.149950 0.1613 -0.0299 0.5117
Mg -0.298806 -1.932924 1.813365 -0.7319 0.2885 -0.6311
O -1.527322 -2.756859 2.946346 0.6048 0.1857 -0.1176
H -2.478368 -2.696321 2.860966 0.0745 0.0167 -0.0267
```
Forces are in eV/Å.

Calculated values
HOMO level = -5.08 eV
net charge = -1
relative energy (zero: lowest compared OMol25 entry of this formula, charge and spin) = 7.64 kcal/mol

No. 11
Formula: CHF3N2O
Source: the Open Molecules 2025 dataset
Level of theory: wB97M-V/def2-TZVPD

The geometry in XYZ format:
```
8
Properties=species:S:1:pos:R:3:forces:R:3
O -1.310531 -1.593461 0.117108 -0.3130 -1.5302 0.1865
C -1.282373 -0.424868 0.049405 -1.6555 2.3891 -0.1170
N -0.057393 0.243951 -0.145824 1.8871 1.6410 -0.5845
F 0.010975 1.648864 -0.116408 -0.8824 -0.1230 0.2254
N 1.165368 -0.283746 -0.113676 -3.2121 -3.6561 2.4911
F 1.763638 -0.067691 1.152114 0.0562 0.7123 -0.7406
F 1.970315 0.179904 -1.007911 1.5723 1.7952 -1.4465
H -2.260000 0.297050 0.065194 2.5474 -1.2284 -0.0144
```
Forces are in eV/Å.

Calculated values
HOMO level = -11.32 eV
structure (SMILES) = O=CN(F)N(F)F
relative energy (zero: lowest compared OMol25 entry of this formula, charge and spin) = 118.47 kcal/mol

No. 12
Formula: CHF3N3
Source: the Open Molecules 2025 dataset
Level of theory: wB97M-V/def2-TZVPD

The geometry in XYZ format:
```
8
Properties=species:S:1:pos:R:3:forces:R:3
C -2.413322 1.130551 -0.019716 -2.2009 1.7704 -0.1580
N -1.519341 0.448234 0.078796 1.9942 -1.6067 0.0681
N 0.992163 -1.758528 -1.085912 0.6841 -0.9995 -3.4217
N 0.819311 -1.453801 -0.075337 -1.0916 0.4556 2.1742
F -3.402724 1.906312 -0.110675 0.3572 -0.3123 0.0090
F 0.468989 -1.208291 1.065939 -0.1699 0.2250 1.2646
F 2.162662 0.302537 0.255288 -2.4614 -0.9439 1.4159
H 2.892263 0.632988 -0.108385 2.8883 1.4114 -1.3521
```
Forces are in eV/Å.

Calculated values
HOMO level = -16.55 eV
net charge = +1
relative energy (zero: lowest compared OMol25 entry of this formula, charge and spin) = 5.09 kcal/mol